1.
Entry from OMol25: C16H32I2NOP2SiYb as an isolated structure (wB97M-V/def2-TZVPD).

Positions of all 56 atoms, in Å:
Yb -0.819 -0.224 0.377
I 1.958 0.808 -0.972
I 0.401 3.225 -1.023
P 1.304 0.689 2.160
P -1.121 -0.242 -2.383
Si -2.339 -3.881 0.294
O 1.951 -2.354 -0.568
N -1.524 -2.377 0.890
C -1.462 -5.364 1.065
C -2.932 -0.457 -2.186
C -0.707 -1.530 -3.578
C 1.150 -1.574 -0.299
C 2.036 2.370 2.199
C 2.682 -0.286 2.860
C -1.127 1.216 -3.478
C -2.284 -1.815 3.143
C -1.139 -2.914 4.975
C -2.269 -4.103 -1.540
C -0.055 -2.807 2.806
C -0.034 -3.174 4.153
C -2.265 -2.219 4.476
C 0.287 0.784 3.685
C -1.279 -2.297 2.242
C -4.141 -3.725 0.825
H 3.016 0.248 3.768
H 0.284 -1.317 -3.992
H -4.581 -2.803 0.418
H -0.403 -5.388 0.778
H 2.370 -1.302 3.147
H -2.668 -3.271 -2.111
H 1.269 3.125 1.972
H 2.428 2.488 3.217
H -1.908 -6.293 0.680
H -1.101 -3.196 6.035
H 0.894 -3.596 4.581
H -1.453 -1.438 -4.380
H -3.384 0.414 -1.705
H -0.591 1.419 3.533
H -3.266 -1.356 -1.665
H 0.899 1.254 4.459
H -3.102 -1.959 5.140
H 3.515 -0.341 2.148
H -1.756 0.941 -4.336
H -0.048 -0.201 4.022
H -1.528 2.100 -2.960
H 2.844 2.471 1.469
H -4.289 -3.756 1.914
H -0.748 -2.545 -3.173
H -1.271 -4.349 -1.901
H 0.778 -3.036 2.142
H -3.324 -0.512 -3.199
H -2.888 -4.967 -1.810
H -3.170 -1.322 2.715
H -0.109 1.444 -3.807
H -4.726 -4.570 0.436
H -1.546 -5.454 2.157

2S+1: 2
E_LUMO (spin up / spin down): -8.8 / -8.8 eV
F_max: 3.92 eV Å⁻¹
Net charge: +2
⟨S²⟩: 0.767

=====

2.
Entry from OMol25: C16H32MoN4O as an isolated structure (wB97M-V/def2-TZVPD).

Positions of all 54 atoms, in Å:
Mo -0.234 -0.314 0.972
O 0.406 -1.791 0.785
N -1.346 1.097 -0.461
N 0.885 -0.361 2.987
N -0.741 1.705 2.202
N -2.149 -0.818 1.909
C 2.048 -1.899 -1.657
C -0.809 2.822 1.237
C 2.777 -0.832 -1.165
C -1.252 -2.621 -3.465
C 0.717 0.747 3.960
C 0.495 -0.405 -2.666
C -1.682 2.471 0.027
C 0.985 -3.629 -4.009
C -2.930 0.419 2.203
C 2.398 0.490 -1.431
C 3.235 1.652 -0.965
C 0.274 2.012 3.242
C -2.064 1.480 2.864
C 1.250 0.674 -2.199
C 0.144 -2.929 -2.936
C 0.883 -1.715 -2.408
H -1.172 3.733 1.723
H -0.653 1.176 -1.207
H 0.209 3.023 0.893
H -0.128 2.741 3.951
H -1.704 -3.527 -3.866
H -1.875 1.178 3.894
H -2.162 0.668 -0.882
H 0.671 -1.237 3.440
H -2.618 2.422 2.911
H -2.737 -1.428 1.339
H -2.746 2.524 0.243
H 4.291 1.388 -0.948
H 2.970 1.970 0.047
H -1.985 -1.336 2.772
H -1.917 -2.244 -2.681
H 3.685 -1.020 -0.604
H 0.469 -4.516 -4.376
H 0.008 0.440 4.727
H 1.956 -3.940 -3.623
H -1.476 3.198 -0.758
H 1.131 2.474 2.749
H -0.366 -0.210 -3.293
H -3.361 0.763 1.266
H 2.382 -2.908 -1.445
H -1.231 -1.892 -4.277
H -3.761 0.180 2.866
H 1.157 -2.962 -4.856
H 0.984 1.681 -2.514
H 0.040 -3.615 -2.087
H 3.115 2.513 -1.622
H 1.867 -0.440 2.731
H 1.663 0.949 4.462

E_LUMO (spin up / spin down): -7.3 / -7.3 eV
F_max: 1.92 eV Å⁻¹
Net charge: +2

=====

3.
Entry from OMol25: a 7-piece molecular cluster, C16H32N2O6 overall (wB97M-V/def2-TZVPD).

Positions of all 56 atoms, in Å:
O 5.044 -0.057 -3.369
O 0.952 3.417 5.828
O -0.726 1.334 -0.635
O 0.215 1.252 6.136
O 2.262 1.469 -7.287
O 5.102 4.272 2.083
N -5.971 0.367 -2.680
N 0.450 -5.976 1.224
C 0.048 2.621 5.875
C 5.271 2.977 1.585
C 6.241 0.326 -4.004
C -5.344 -0.864 -2.730
C 2.470 1.176 -8.629
C -1.193 -6.758 2.682
C -5.487 -1.515 -1.541
C -0.331 2.700 -0.807
C -0.510 -4.935 1.318
C -0.004 -6.994 2.037
C -6.304 0.612 -1.356
C -6.056 -0.632 -0.666
C -1.954 1.450 5.682
C -1.453 2.850 5.628
C -0.731 0.522 5.512
C -1.507 -5.465 2.203
H -2.462 -5.007 2.416
H 4.476 4.152 2.802
H 6.094 0.914 -4.910
H -2.456 1.118 6.591
H 6.939 0.685 -3.247
H -1.532 3.274 4.627
H 3.249 1.824 -9.030
H -6.172 0.980 -3.457
H -6.644 1.519 -0.879
H 1.523 1.478 -9.075
H -1.883 3.352 6.495
H -4.977 -1.206 -3.687
H 4.307 0.230 -3.912
H 4.665 2.343 2.233
H 1.684 2.227 -7.400
H 0.240 2.969 0.082
H -6.253 -0.871 0.368
H -2.496 1.324 4.745
H 6.345 2.808 1.668
H -0.897 -0.366 6.122
H -0.522 0.068 4.543
H 0.557 -7.916 2.005
H -1.208 3.323 -0.984
H 6.577 -0.583 -4.503
H -5.089 -2.499 -1.344
H -0.353 -4.007 0.788
H 2.816 0.159 -8.818
H 0.259 2.846 -1.711
H -1.635 -7.393 3.437
H -1.603 1.257 -1.017
H 1.040 -6.073 0.410
H 4.930 2.923 0.552

E_LUMO: 0.3 eV
SMILES: c1cc[nH]c1.c1cc[nH]c1.O=C1CCCO1.CO.CO.CO.CO
F_max: 4.45 eV Å⁻¹